1.
{
  "formula": "C5H4N2O",
  "method": "the ωB97M-V functional and the def2-TZVPD basis",
  "symbols": ["C", "C", "C", "C", "C", "H", "H", "H", "H", "N", "N", "O"],
  "xyz": [[0.677, 0.273, -0.888], [-0.389, -0.420, -1.073], [-1.298, -0.638, 0.067], [-0.901, -0.159, 1.217], [0.270, 0.481, 1.371], [-0.870, -0.694, -2.054], [-2.189, -1.409, -0.122], [-1.384, -0.549, 2.435], [0.699, 0.988, 2.325], [1.541, 0.429, -1.981], [1.155, 0.753, 0.404], [2.689, 0.944, -1.701]],
  "relative_energy_kcal_mol": 103.62,
  "e_homo_ha": -0.349,
  "e_lumo_ha": -0.046,
  "multiplicity": 1
}

=====

2.
{
  "formula": "C5H4N2O",
  "method": "the ωB97M-V functional and the def2-TZVPD basis",
  "symbols": ["C", "C", "C", "C", "C", "H", "H", "H", "H", "N", "N", "O"],
  "xyz": [[-1.466, -0.255, 0.175], [0.644, -0.263, -0.159], [0.319, 0.980, -0.028], [2.253, -0.396, -0.088], [3.540, -0.129, 0.076], [-3.408, 0.349, 0.530], [1.164, 1.727, -0.007], [-1.684, 1.843, -0.087], [4.739, 0.094, 0.483], [-0.483, -1.011, -0.027], [-0.991, 1.037, -0.048], [-2.779, -0.477, -0.033]],
  "relative_energy_kcal_mol": 127.33,
  "e_homo_ha": -0.313,
  "e_lumo_ha": -0.006,
  "smiles": "C#Cc1c[nH]c(O)n1",
  "multiplicity": 1
}

=====

3.
{
  "formula": "C5H4N2O5S",
  "method": "the ωB97M-V functional and the def2-TZVPD basis",
  "symbols": ["C", "C", "C", "C", "C", "N", "N", "O", "O", "O", "O", "O", "S", "H", "H", "H", "H"],
  "xyz": [[-2.539, -1.979, 2.166], [-1.892, -0.797, 1.760], [-1.935, -2.994, 1.477], [-0.936, -1.190, 0.845], [-0.016, -0.389, 0.164], [0.704, 0.326, -0.374], [2.289, 1.614, -2.775], [2.970, 0.789, -2.216], [2.069, 1.739, -3.951], [2.311, 2.557, -0.346], [1.882, 4.203, -2.114], [-0.972, -2.533, 0.682], [1.406, 2.953, -1.617], [-3.338, -2.065, 2.873], [-2.091, 0.205, 2.080], [-2.114, -4.052, 1.481], [2.202, 1.614, -0.134]],
  "relative_energy_kcal_mol": 0.00,
  "e_homo_ha": -0.353,
  "e_lumo_ha": -0.007,
  "multiplicity": 1
}

=====

4.
{
  "formula": "C5H4N2S",
  "method": "the ωB97M-V functional and the def2-TZVPD basis",
  "symbols": ["C", "C", "C", "C", "C", "N", "N", "S", "H", "H", "H", "H"],
  "xyz": [[-1.159, 0.528, -0.281], [-2.244, -0.123, -0.863], [-0.263, -1.616, -0.426], [-0.083, -0.293, -0.025], [2.151, 0.890, 0.620], [3.096, 0.497, 1.582], [2.202, 1.245, 1.925], [-1.905, -1.810, -1.014], [-1.073, 1.590, 0.028], [-3.227, 0.073, -1.043], [0.337, -2.485, -0.268], [2.167, 1.504, -0.234]],
  "relative_energy_kcal_mol": 156.32,
  "e_homo_ha": [-0.325, -0.324],
  "e_lumo_ha": [-0.003, -0.019],
  "multiplicity": 1
}

=====

5.
{
  "formula": "C5H4N2S",
  "method": "the ωB97M-V functional and the def2-TZVPD basis",
  "symbols": ["C", "C", "C", "C", "C", "H", "H", "H", "H", "N", "N", "S"],
  "xyz": [[1.379, -0.038, -1.827], [0.652, -0.740, -0.771], [0.531, 0.046, 0.559], [-0.933, 0.475, 0.347], [-1.809, 0.315, 1.515], [1.072, -1.739, -0.653], [1.208, 0.850, 0.670], [0.629, -0.612, 1.432], [-1.014, 1.488, -0.065], [1.958, 0.516, -2.646], [-2.500, 0.184, 2.434], [-1.173, -0.746, -0.993]],
  "relative_energy_kcal_mol": 21.66,
  "e_homo_ha": -0.374,
  "e_lumo_ha": 0.005,
  "multiplicity": 1
}

=====

6.
{
  "formula": "C5H4N4O2",
  "method": "the ωB97M-V functional and the def2-TZVPD basis",
  "symbols": ["O", "N", "N", "N", "O", "C", "C", "C", "C", "N", "C", "H", "H", "H", "H"],
  "xyz": [[0.672, -2.238, -1.846], [1.126, -2.247, 0.428], [1.009, -1.662, 1.621], [-0.815, 1.429, 0.558], [-0.209, -0.032, 2.848], [0.721, -1.615, -0.785], [-1.147, 1.592, -0.699], [0.300, -0.476, 1.663], [0.005, 0.295, 0.535], [-0.601, 0.659, -1.564], [0.431, -0.102, -0.830], [-0.599, 0.812, 2.629], [-1.775, 2.420, -0.980], [-0.517, 0.828, -2.564], [1.400, 0.338, -1.015]],
  "relative_energy_kcal_mol": 77.72,
  "e_homo_ha": -0.310,
  "e_lumo_ha": -0.068,
  "smiles": "O=C1N=NC(O)=C2N=CN[C@H]12",
  "multiplicity": 1
}

=====

7.
{
  "formula": "C5H4NO2S",
  "method": "the ωB97M-V functional and the def2-TZVPD basis",
  "symbols": ["C", "C", "C", "C", "C", "N", "O", "O", "S", "H", "H", "H", "H"],
  "xyz": [[2.066, 1.499, 0.012], [1.962, -0.870, 0.110], [-2.221, 0.681, 0.118], [-1.263, -0.305, 0.340], [-0.826, -1.227, -0.634], [1.486, 0.437, -0.070], [2.434, 2.599, -0.045], [3.013, -1.118, 0.690], [0.700, -2.018, -0.420], [-2.679, 1.343, 1.005], [-2.731, 0.771, -0.753], [-0.572, -0.328, 1.159], [-1.368, -1.465, -1.512]],
  "relative_energy_kcal_mol": 37.51,
  "e_homo_ha": [-0.074, -0.074],
  "e_lumo_ha": [0.130, 0.130],
  "multiplicity": 1,
  "charge": -1
}

=====

8.
{
  "formula": "C5H4NO2S",
  "method": "the ωB97M-V functional and the def2-TZVPD basis",
  "symbols": ["C", "C", "C", "C", "C", "N", "O", "O", "S", "H", "H", "H", "H"],
  "xyz": [[0.015, 2.188, -0.640], [0.029, 3.350, -0.332], [-0.134, -0.724, -0.102], [0.103, -2.576, 0.659], [-0.316, -2.051, -0.751], [0.285, -1.190, 1.079], [-0.033, -3.577, 1.232], [-0.018, 4.527, 0.004], [-0.280, 0.573, -1.162], [0.638, -0.758, 1.928], [-1.413, -2.277, -1.077], [0.475, -2.378, -1.459], [0.649, 4.893, 0.620]],
  "relative_energy_kcal_mol": 42.18,
  "e_homo_ha": -0.503,
  "e_lumo_ha": -0.190,
  "multiplicity": 1,
  "charge": 1
}

=====

9.
{
  "formula": "C5H4O",
  "method": "the ωB97M-V functional and the def2-TZVPD basis",
  "symbols": ["O", "C", "C", "C", "C", "C", "H", "H", "H", "H"],
  "xyz": [[-2.346, -0.239, 0.349], [-1.204, -0.783, -0.244], [-0.554, 0.198, -1.273], [0.507, 0.277, -0.621], [1.614, 0.512, 0.145], [2.649, 0.874, 0.650], [-2.388, 0.704, 0.147], [-1.405, -1.735, -0.733], [-0.439, -1.030, 0.519], [3.566, 1.224, 1.062]],
  "relative_energy_kcal_mol": 109.62,
  "e_homo_ha": [-0.354, -0.354],
  "e_lumo_ha": [-0.020, -0.020],
  "multiplicity": 1
}

=====

10.
{
  "formula": "C5H4O2",
  "method": "the ωB97M-V functional and the def2-TZVPD basis",
  "symbols": ["O", "C", "C", "C", "C", "C", "O", "H", "H", "H", "H"],
  "xyz": [[-0.762, 2.191, 0.641], [-0.351, 1.166, 0.170], [-1.135, -0.051, -0.322], [-0.172, -1.154, 0.052], [1.096, -0.732, 0.170], [1.142, 0.743, 0.068], [2.083, 1.487, -0.058], [-2.147, -0.163, 0.070], [-1.212, 0.028, -1.417], [-0.506, -2.169, 0.242], [1.963, -1.345, 0.383]],
  "relative_energy_kcal_mol": 15.28,
  "e_homo_ha": -0.345,
  "e_lumo_ha": -0.017,
  "smiles": "O=C1C=CCC1=O",
  "multiplicity": 1
}

=====

The following electronic energy values (in Eh) correspond, in order, to the records above: -377.49892 -377.46113 -1076.67356 -700.36676 -700.58136 -562.33692 -796.32966 -795.94784 -267.93766 -343.36800.